# 1
# C5H10O

C5H10O in the gas phase (ωB97M-V/def2-TZVPD, the Open Molecules 2025 dataset).

Structure (XYZ):
```
16
Properties=species:S:1:pos:R:3:forces:R:3
O 0.728353 -2.114873 0.451852 -0.25 -0.07 -0.02
C -0.250259 0.598230 -1.236787 0.20 0.78 -0.09
C 0.988168 -1.125336 1.079994 0.28 0.30 0.17
C -1.676976 1.125592 -1.484692 1.05 -0.36 0.03
C 0.104049 0.075779 1.278916 -0.35 -0.18 0.01
C 0.332226 1.049751 0.103097 -0.14 -0.34 0.34
H -2.326741 0.844704 -0.658423 -0.26 0.02 -0.12
H -0.161953 -0.475780 -1.348610 -0.15 -0.26 0.01
H 1.414952 1.157733 0.005889 0.02 0.27 0.00
H 0.391416 0.562902 2.214487 0.02 -0.02 -0.04
H -0.097886 2.015657 0.379335 0.20 0.06 -0.05
H -0.939009 -0.239579 1.377137 0.03 0.05 -0.22
H -2.025411 0.722785 -2.435251 -0.34 0.07 0.13
H 1.994491 -0.997895 1.528267 0.14 -0.12 -0.03
H -1.606852 2.212512 -1.560468 -0.31 -0.03 0.05
H 0.405247 1.046399 -1.990652 -0.14 -0.19 -0.19
```
Forces are in eV/Å.

Results
E_HOMO: -0.358 Eh
Total charge: 0
Frontier orbital gap: 10.787 eV
SMILES string: CCCCC=O
ΔE to the lowest compared entry with this formula, charge and spin: 0.541 eV

=====

# 2
# C7H4ClDyO2Te4

A molecular structure, C7H4ClDyO2Te4 (ωB97M-V/def2-TZVPD, the Open Molecules 2025 dataset).

Structure (XYZ):
```
19
Properties=species:S:1:pos:R:3:forces:R:3
Dy -2.359103 0.581160 -1.292810 0.08 0.27 0.48
Te -2.137139 2.102556 -3.748240 0.19 0.48 -0.43
Te -4.743420 0.155880 0.374716 -0.14 0.15 0.09
Te -3.133924 3.573304 -1.644029 0.02 -0.05 -0.27
Te -5.382599 2.060247 -1.487150 -0.20 -0.13 0.19
Cl 4.057323 -1.822933 2.012980 -0.08 -0.33 -0.02
O -0.567059 1.064872 -0.173430 0.12 -0.80 0.03
O -1.214473 -1.288327 -1.321057 0.39 -1.27 0.50
C 2.638476 -1.068718 1.372451 0.57 2.06 -0.08
C 0.596281 -1.060967 0.179624 -2.37 1.45 -1.42
C 1.444560 1.006912 0.943037 2.49 0.56 1.66
C 2.562207 0.363322 1.471075 -0.43 0.25 0.45
C 0.444429 0.372798 0.281105 -1.35 -0.88 -0.58
C 1.661558 -1.736242 0.673265 2.69 -0.16 1.82
C -0.296420 -1.795802 -0.625397 -0.21 0.74 -0.99
H -0.065503 -2.850033 -0.740712 -0.28 -0.44 -0.05
H 1.377176 2.046260 1.165054 -0.24 0.72 -0.29
H 3.285308 1.074743 2.016437 -0.86 -1.85 -0.86
H 1.832322 -2.779030 0.543083 -0.36 -0.76 -0.23
```
Forces are in eV/Å.

Results
E_HOMO (alpha / beta): -0.270 / -0.271 Eh
Total charge: 0
Frontier orbital gap (alpha / beta): 5.995 / 6.015 eV
2S+1: 6
Expectation value of S²: 9.337

=====

# 3
# C2H3N3O2

A molecular structure, C2H3N3O2 (ωB97M-V/def2-TZVPD, the Open Molecules 2025 dataset).

Structure (XYZ):
```
10
Properties=species:S:1:pos:R:3:forces:R:3
O 2.310784 -0.697083 -0.181940 1.96 0.69 1.32
O -2.389675 -0.441156 -0.254820 3.32 -4.95 4.41
N -0.978486 -0.180429 0.113286 -1.16 2.22 -1.33
N 0.868941 1.014529 -0.040054 -1.20 1.60 -0.17
N 0.014992 -1.119517 0.017170 -0.11 1.34 -0.35
C -0.431970 1.075267 0.001892 -3.18 1.95 -0.83
C 1.041234 -0.272925 -0.082808 2.43 -3.00 0.58
H -2.375742 -1.462359 0.442773 -0.79 4.48 -3.37
H -0.998396 2.070597 -0.259402 0.76 -2.44 1.11
H 2.938315 0.013074 0.243903 -2.03 -1.89 -1.37
```
Forces are in eV/Å.

Results
E_HOMO: -0.345 Eh
Total charge: 0
Frontier orbital gap: 9.665 eV
ΔE to the lowest compared entry with this formula, charge and spin: 4.622 eV

=====

We obtain E_tot values of -7394.2241, -77200.4044, -10683.8351 eV for the records listed above, in that order.
We obtain largest force on an atom values of 1.114, 3.253, 7.410 eV/Å for the records listed above, in that order.